ORCA calculation (wB97M-V/def2-TZVPD) on an isolated molecule of C3H7N3O.

Geometry as XYZ:
```
14
Properties=species:S:1:pos:R:3:forces:R:3
O -1.9426 -1.3534 -0.4109 3.597 -0.728 -0.742
H 1.4209 1.3872 -1.0194 -1.234 -1.724 0.990
C 1.5010 -0.1625 0.6989 -3.988 -2.934 0.229
H -2.0632 1.5809 0.1823 0.550 1.768 -0.875
N -1.1815 -0.4127 0.6644 -2.966 0.240 -2.928
H 2.0264 -0.6578 -1.1526 -0.993 -1.922 -0.367
N 1.0825 -0.8913 -0.7338 4.689 2.545 1.093
C -0.6443 0.7420 -0.2887 1.647 -1.475 3.930
H -1.1610 -1.8974 -1.0404 -2.725 2.674 3.301
H 2.4537 0.1103 1.0390 1.673 0.082 -0.580
H 0.9284 -0.7959 1.5723 1.084 2.380 -2.544
C 0.8388 0.5391 -0.4670 -1.277 0.333 0.416
H -2.0992 -0.0608 1.2593 2.723 -0.889 -2.309
N -1.1599 1.8723 -0.3034 -2.779 -0.348 0.386
```
Forces are in eV/Å.

Values from the calculation:
Frontier orbital gap: 10.20 eV
Structure (SMILES): [H]/N=C(\NO)[C@H]1CN1
Highest occupied orbital energy: -9.46 eV
Maximum force: 5.446 eV Å⁻¹
ΔE to the lowest compared entry with this formula, charge and spin: 170.1 kcal/mol
Lowest unoccupied orbital energy: 0.7 eV

ORCA calculation (wB97M-V/def2-TZVPD) on an isolated molecule of C3H7N3O.

Geometry as XYZ:
```
14
Properties=species:S:1:pos:R:3:forces:R:3
N 1.1842 -0.0181 -0.5936 0.403 0.817 -1.528
N -0.7260 -1.1676 -0.6591 -1.083 -0.778 -0.918
N 0.1823 -0.5600 0.0211 2.279 1.149 2.320
C -1.9937 0.4016 0.5172 -3.922 0.700 0.804
O -0.7969 0.7968 0.8429 3.234 -1.263 0.430
H -2.4297 1.3219 0.0574 -0.986 -1.019 -0.428
H 3.3628 -0.2142 -0.5621 -1.711 -0.070 0.866
C 2.4577 0.1182 0.0790 1.923 1.653 0.276
H -2.7772 0.1125 1.4229 1.813 0.328 -1.603
H -2.6965 -1.4390 -0.6476 -1.450 -0.829 -0.791
C -1.9006 -0.8212 -0.4030 0.082 1.452 0.825
H 0.9726 0.6515 -1.3643 0.201 -0.808 0.742
H 2.4282 -0.4367 1.0610 0.047 0.726 -1.194
H 2.7325 1.2544 0.2282 -0.829 -2.060 0.199
```
Forces are in eV/Å.

Values from the calculation:
Frontier orbital gap: 9.30 eV
Highest occupied orbital energy: -8.44 eV
Maximum force: 4.065 eV Å⁻¹
ΔE to the lowest compared entry with this formula, charge and spin: 132.1 kcal/mol
Lowest unoccupied orbital energy: 0.9 eV

ORCA calculation (wB97M-V/def2-TZVPD) on an isolated molecule of C3H7N3O.

Geometry as XYZ:
```
14
Properties=species:S:1:pos:R:3:forces:R:3
H -2.4780 0.1801 -0.0186 0.065 -0.001 0.053
H -1.6543 -1.1553 0.4760 0.011 0.124 -0.023
N -1.6193 -0.1373 0.4295 -0.158 -0.112 -0.181
C -1.6799 0.3964 1.9072 0.306 0.135 -0.074
H -1.6442 1.4848 1.7404 -0.021 -0.137 0.100
N 0.6045 -0.4342 -0.3298 -0.055 -0.028 0.029
C -0.5114 0.3526 -0.3907 0.136 0.384 -0.143
O -0.6204 1.3749 -1.0214 -0.031 -0.517 0.225
H 1.6725 0.7886 -1.6238 0.048 -0.116 0.043
H -0.6865 0.1148 2.2972 -0.122 0.008 -0.004
H 0.6502 -1.2500 0.2669 -0.044 0.097 -0.038
N 2.7278 -0.9533 -1.0377 -0.224 0.283 -0.048
C 1.7545 -0.1465 -1.0672 0.137 -0.082 -0.020
H 3.4845 -0.6156 -1.6280 -0.048 -0.038 0.081
```
Forces are in eV/Å.

Values from the calculation:
Frontier orbital gap: 7.64 eV
Highest occupied orbital energy: -7.26 eV
Maximum force: 0.564 eV Å⁻¹
ΔE to the lowest compared entry with this formula, charge and spin: 81.1 kcal/mol
Lowest unoccupied orbital energy: 0.4 eV